1.
The following is a quantum chemistry calculation of 5 unconnected molecules or ions with the total composition C5H20NO5S in a non-equilibrium geometry, from OMol25.

Atoms and positions in Å:
C (1.138, 1.435, -0.714)
C (-0.030, 1.734, 0.315)
O (0.131, 0.964, 1.540)
C (0.906, 0.259, -1.707)
N (-0.440, -0.441, -1.435)
C (-1.247, -0.733, -2.649)
C (-2.235, 0.431, -2.774)
S (-1.421, 1.845, -3.811)
H (1.469, 2.320, -1.240)
H (2.064, 1.296, -0.161)
H (0.183, 2.804, 0.796)
H (-1.049, 1.426, 0.135)
H (0.669, 0.221, 1.431)
H (0.671, 0.707, -2.651)
H (1.835, -0.303, -1.709)
H (-0.376, -1.341, -0.867)
H (-1.716, -1.698, -2.414)
H (-0.689, -1.081, -3.538)
H (-3.207, 0.021, -3.159)
H (-2.356, 0.820, -1.806)
H (0.488, 1.716, 3.578)
H (1.966, 1.605, 3.146)
O (1.364, 1.521, 3.835)
H (1.440, -0.402, 4.170)
H (0.146, -0.728, 3.674)
O (0.933, -1.120, 3.895)
H (-2.405, -0.868, 0.013)
H (-1.550, -0.284, 0.876)
O (-2.033, -1.180, 0.835)
H (1.313, -4.283, 0.947)
H (1.996, -2.956, 0.377)
O (2.042, -3.706, 1.073)

Calculated values
Charge   -1
LUMO   2.7 eV
Highest occupied orbital energy   -2.91 eV
Total energy   -28070.59427 eV
F_max   0.07765 hartree/bohr

Atomic partial charges in e from the Mulliken method, atoms 1 to 4: number 1, C, carries -0.713; number 2, C, carries -0.237; number 3, O, carries -0.528; number 4, C, carries -0.745


2.
The following is a quantum chemistry calculation of 6 unconnected molecules or ions with the total composition C5H20O7 in a non-equilibrium geometry, from OMol25.

Atoms and positions in Å:
C (-0.028, -2.410, 0.799)
O (0.882, -3.095, 1.627)
C (-0.319, -1.104, 1.478)
C (-1.402, -0.374, 0.761)
C (-0.833, 0.631, -0.309)
C (-0.176, 1.885, 0.331)
O (-0.272, 3.093, -0.468)
H (0.288, -2.396, -0.269)
H (-0.969, -3.065, 0.920)
H (-0.498, -1.191, 2.583)
H (0.673, -0.557, 1.418)
H (-2.058, 0.185, 1.459)
H (-2.152, -1.124, 0.304)
H (-1.636, 1.041, -1.017)
H (-0.158, 0.108, -1.011)
H (0.897, 1.597, 0.542)
H (-0.687, 2.265, 1.203)
H (1.803, -3.811, 0.762)
H (3.322, -3.926, 0.943)
O (2.723, -4.295, 0.342)
H (-0.220, 3.300, -3.383)
H (-0.178, 2.746, -1.568)
O (-0.458, 2.533, -2.921)
H (-2.467, 3.739, -1.021)
H (-1.849, 3.542, 0.317)
O (-2.586, 3.944, -0.086)
H (1.636, -2.206, 2.403)
H (2.919, -2.149, 3.496)
O (2.272, -1.525, 2.979)
H (0.103, 1.608, -4.046)
H (0.868, 0.178, -3.966)
O (0.560, 0.833, -4.603)

Calculated values
Charge   -2
LUMO   6.0 eV
Highest occupied orbital energy   -2.33 eV
Total energy   -19840.76695 eV
F_max   0.07086 hartree/bohr

Atomic partial charges in e from the Mulliken method, atoms 1 to 4: number 1, C, carries -0.179; number 2, O, carries -0.841; number 3, C, carries -0.377; number 4, C, carries -0.694